{
  "formula": "CH14ClN2O6",
  "method": "the ωB97M-V functional and the def2-TZVPD basis",
  "e_lumo_ev": 3.3515,
  "charge": -1,
  "homo_lumo_gap_ev": 8.19,
  "species": ["Cl", "C", "O", "N", "N", "H", "H", "H", "H", "O", "H", "H", "O", "H", "H", "O", "H", "H", "O", "H", "H", "O", "H", "H"],
  "positions_angstrom": [[0.078, -0.562, -0.220], [1.971, 1.058, 2.135], [2.879, 1.575, 2.792], [0.919, 1.668, 1.670], [1.849, -0.228, 1.958], [1.096, 2.645, 1.485], [0.337, 1.086, 1.085], [1.108, -0.479, 1.320], [2.694, -0.730, 2.192], [-0.935, -0.152, -2.364], [-0.647, -0.665, -3.120], [-0.571, -0.614, -1.609], [-1.412, 0.970, 1.039], [-0.772, 0.333, 0.719], [-1.933, 0.486, 1.679], [-2.208, -1.261, -1.160], [-1.447, -1.824, -1.019], [-2.693, -1.301, -0.336], [-0.272, -2.640, -1.636], [-0.194, -2.032, -0.902], [0.439, -2.394, -2.228], [-0.377, 1.623, -1.423], [0.111, 0.973, -0.917], [-0.020, 2.465, -1.139]]
}